No. 1
DFT (the ωB97M-V functional and the def2-TZVPD basis) results for a structure of composition C36H41AsRhSi.

XYZ file:
```
80
Properties=species:S:1:pos:R:3:mulliken_charge:R:1
Rh -0.4435 -0.1919 0.1448 -0.531
As -0.8131 -0.6904 -2.2497 0.795
Si 1.9822 0.0758 -0.0805 1.103
C 3.9689 -1.7484 3.0728 -0.674
C -3.2741 0.6925 -2.6589 -0.597
C 0.6133 -3.2292 -2.8162 -0.574
C -1.6374 -2.5883 1.9865 -1.677
C -1.2651 -4.7487 -1.4441 -0.752
C 2.7412 -1.1334 -1.3008 -1.341
C 0.9050 -0.0046 -6.0165 -0.803
C -0.5005 -2.6093 -2.2637 0.950
C -5.2258 -0.1095 -3.8012 -0.617
C 0.4388 1.4342 -3.6895 -0.516
C -4.5878 -1.3202 -4.0324 -0.702
C 0.4600 -0.6508 3.4336 -1.668
C 1.0061 2.0611 -4.7896 -0.645
C 3.2499 -1.5041 1.9126 -0.487
C 2.9397 -0.2010 1.5086 0.605
C -0.1516 -5.3633 -2.0029 -0.623
C 0.7830 -4.6021 -2.6875 -0.856
C 3.3934 0.8525 2.3050 -0.178
C -1.5203 -1.1119 1.8020 0.587
C -0.7497 1.0476 1.8992 0.003
C -2.4814 -0.3102 1.1158 0.877
C 0.1172 0.0849 -3.7475 0.594
C -2.6614 2.2299 0.5934 -1.952
C 2.4073 1.8043 -0.6795 -1.240
C -3.2925 -1.5290 -3.5775 -0.340
C -1.9776 1.0113 1.1097 1.437
C -1.4346 -3.3797 -1.5710 -0.980
C -4.5631 0.9046 -3.1237 -0.673
C 0.3316 -0.6322 -4.9206 -0.519
C -3.7828 -0.8032 0.5730 -1.592
C -0.0464 2.3118 2.2753 -1.416
C -2.6403 -0.5263 -2.8714 0.441
C 4.1085 0.6148 3.4728 -0.624
C 1.2475 1.3397 -5.9501 -0.514
C -0.4924 -0.2625 2.3543 1.135
C 4.3917 -0.6861 3.8614 -0.528
H -1.0258 -2.9434 2.8125 0.459
H 4.2000 -2.7650 3.3644 0.426
H 1.2602 3.1113 -4.7375 0.439
H 0.0396 -1.6721 -4.9965 0.445
H -0.0359 -0.4551 4.3896 0.320
H 1.3832 -0.0821 3.4136 0.205
H -1.9554 2.9215 0.1326 0.392
H 2.1022 2.5970 0.0039 0.273
H -4.4481 -1.0809 1.3936 0.418
H -6.2340 0.0473 -4.1602 0.422
H -0.7712 3.1085 2.4432 0.496
H -5.0966 -2.1058 -4.5750 0.447
H 1.9742 2.0188 -1.6581 0.158
H 1.3627 -2.6565 -3.3456 0.441
H -1.3265 -3.1230 1.0856 0.139
H -5.0465 1.8598 -2.9645 0.437
H 0.5315 2.1765 3.1888 0.412
H 0.6388 2.6471 1.4990 -0.042
H -3.1431 2.7546 1.4219 0.406
H -0.0152 -6.4318 -1.9055 0.408
H 4.9496 -0.8721 4.7697 0.413
H -2.6750 -2.8600 2.1860 0.391
H 0.2422 2.0075 -2.7885 0.529
H 1.0757 -0.5647 -6.9261 0.441
H 3.4951 1.8641 -0.7823 0.480
H 0.7104 -1.7085 3.3982 0.522
H 3.8261 -1.0126 -1.2294 0.597
H 2.9253 -2.3479 1.3119 0.322
H 1.6939 1.8268 -6.8065 0.413
H -3.4316 1.9820 -0.1329 0.410
H 4.4535 1.4465 4.0739 0.424
H -2.7496 1.4890 -2.1448 0.682
H 2.4495 -0.9058 -2.3296 0.234
H -4.2832 -0.0417 -0.0220 0.362
H -2.0041 -5.3350 -0.9133 0.459
H 1.6526 -5.0738 -3.1255 0.451
H -3.6600 -1.6790 -0.0644 0.227
H 3.1917 1.8781 2.0188 0.347
H -2.8024 -2.4730 -3.7784 0.380
H -2.3132 -2.9109 -1.1429 0.619
H 2.5037 -2.1767 -1.0929 0.287
```

Its HOMO energy (spin up / spin down) is -10.58 / -10.58 eV. For the HOMO-LUMO gap (spin up / spin down), the calculation gives 6.56 / 6.56 eV. Its total energy is -4032.04536 a.u. As for the net charge: +1.

***

No. 2
DFT (the ωB97M-V functional and the def2-TZVPD basis) results for a structure of composition C36H41BiN5Se at a distorted geometry.

XYZ file:
```
84
Properties=species:S:1:pos:R:3:mulliken_charge:R:1
Bi -0.9534 -0.6474 0.2454 0.910
Se -3.2520 -0.4689 1.7796 -0.486
N -0.6149 -2.7748 1.1391 0.131
N 0.6560 -2.8988 -1.7207 0.908
N 0.1374 -1.3933 -3.2132 1.113
N -2.0297 0.4445 4.3431 0.613
N -3.6968 1.6426 3.6245 0.000
C -0.8151 1.8298 -4.8507 -1.182
C -4.2391 2.3453 7.1944 -0.457
C -3.5003 2.0199 4.9548 0.154
C -1.9042 -5.2669 0.9856 -0.413
C 3.5091 -0.8601 1.5751 -1.800
C 2.0875 2.3864 -2.1165 -1.753
C 2.0102 1.2298 1.4187 0.872
C -1.4980 -3.1852 2.1013 0.303
C -2.1326 -4.4118 2.0638 -0.996
C -0.1113 -3.7764 0.3115 0.768
C 0.7545 -3.5114 -2.9813 -0.599
C -1.0036 -0.5729 4.5158 -1.215
C 1.6168 2.1248 0.3886 -0.034
C 0.1213 -1.6101 -1.8562 -1.295
C 0.6328 3.2188 0.5381 -1.266
C -2.1563 0.3908 -3.2840 -1.312
C 0.3077 2.0719 -5.6376 0.864
C -2.2224 1.0274 6.7641 -0.660
C -2.4278 1.2649 5.4104 0.742
C 1.5186 1.2732 2.8149 -1.076
C 0.2078 -0.1634 -3.9638 0.625
C 0.3611 -2.6125 -3.8759 -1.215
C 1.3504 0.0581 -4.7533 0.968
C -2.8799 0.6068 3.2787 -0.044
C 0.3774 3.2524 -6.5586 -1.558
C -4.4317 2.5713 5.8237 -0.763
C 2.5323 -0.8564 -4.7510 -1.538
C -0.8818 -4.9525 0.1146 -0.387
C -3.1496 1.5869 7.6569 -0.582
C 3.9383 -0.1483 -1.4481 -1.557
C 3.0857 0.6042 -0.5092 0.652
C -0.8914 0.7093 -4.0109 0.909
C 1.3845 1.1922 -5.5703 -1.136
C 2.9147 0.2884 0.8615 0.443
C 1.0064 -3.4821 -0.5179 -1.690
C 2.2823 1.7399 -0.8023 0.682
H 0.4486 3.7054 -0.4265 0.395
H -2.5216 -6.1568 0.8594 0.360
H -2.8471 -4.6281 2.8533 0.375
H 2.9603 -0.9756 -3.7444 0.078
H 2.2604 1.3748 -6.1875 0.230
H -1.6658 2.5079 -4.9250 0.308
H -2.5842 -0.5756 -3.5962 0.255
H 1.9392 2.1328 3.3641 0.378
H 3.4477 -1.0777 -1.7711 -0.042
H 0.9922 3.9852 1.2424 0.282
H -0.6179 -0.8860 3.5411 0.306
H 2.8394 2.0495 -2.8399 0.377
H 1.0990 -4.5254 -3.0806 0.451
H -3.0470 1.4118 8.7255 0.347
H 1.0993 2.1374 -2.5368 0.139
H 1.7920 0.3611 3.3610 0.291
H -1.3979 0.4009 7.0891 0.399
H 4.1641 0.4454 -2.3412 0.505
H 0.3770 4.2066 -6.0178 0.311
H -4.4566 1.9687 3.0298 0.229
H 2.0157 -3.2691 -0.1395 0.190
H -0.1917 -0.1277 5.1025 0.448
H 3.3194 -0.4231 -5.3836 0.386
H -1.7734 -2.4567 2.8669 0.019
H -2.0193 0.3735 -2.1864 -0.108
H 0.3137 -2.6710 -4.9399 0.747
H 2.7805 -1.6736 1.7236 0.087
H 4.8872 -0.4373 -0.9723 0.426
H 1.2899 3.2070 -7.1594 0.355
H 2.1498 3.4842 -2.0348 0.445
H 2.3066 -1.8486 -5.1653 0.398
H -0.3341 2.8526 0.9213 0.068
H -2.9030 1.1660 -3.5089 0.441
H -4.9617 2.7377 7.9103 0.342
H 4.3501 -1.2703 1.0044 0.355
H -0.6689 -5.5566 -0.7669 0.338
H -1.3972 -1.4436 5.0585 0.419
H 0.4230 1.3752 2.8581 -0.139
H -0.4784 3.2597 -7.2414 0.346
H -5.2702 3.1298 5.4075 0.357
H 3.8798 -0.5563 2.5641 0.463
```

Its HOMO energy is -2.02 eV. For the HOMO-LUMO gap, the calculation gives 4.05 eV. Its total energy is -4286.05968 a.u. As for the net charge: -1.

***

Question: Look up the net charge of the second one.
Answer: -1

***

Question: Number 2 is which compound?
Answer: C36H41BiN5Se

***

Question: net charge of number 2 (C36H41BiN5Se)?
Answer: -1